(1)
The ion C3H4FO2S with charge -1 at a distorted geometry. Source: OMol25; level of theory: ωB97M-V/def2-TZVPD.

Structure (XYZ):
```
11
Properties=species:S:1:pos:R:3:forces:R:3
C -1.957215 0.412291 -0.404326 2.2 -0.9 -2.9
C -0.928844 0.076913 0.393136 -1.4 0.5 1.6
C 0.203973 -0.748114 0.202067 3.1 0.1 0.5
O 2.071699 0.956477 -1.177887 0.1 -0.6 -0.1
O 2.936874 -0.349435 0.818529 -1.0 0.4 -1.0
F 0.384351 -1.559318 -0.895095 -0.8 0.2 -0.2
S 1.890257 0.564422 0.230958 0.4 0.5 1.0
H -2.687833 1.131173 -0.116162 -0.4 0.3 0.0
H -1.719806 0.167271 -1.525559 -1.3 0.3 2.0
H -0.947288 0.529410 1.423124 0.2 -0.6 -0.9
H 0.753835 -1.181086 1.051219 -1.2 -0.3 -0.1
```
Forces are in eV/Å.

Values from the calculation:
* calculated total energy: -765.22441 Ha
* net charge: -1
* gap between HOMO and LUMO (alpha / beta): 0.2543 / 0.2542 hartree
* highest occupied orbital energy (alpha / beta): -2.94 / -2.94 eV
* energy relative to the best compared isomer or geometry (same formula, charge and spin): 48.4 kcal/mol

Löwdin atomic charges, in units of e: -0.0486 -0.2764 -0.4315 -0.5545 -0.5897 -0.0563 0.6735 0.0080 0.0852 0.1096 0.0808


(2)
A structure of composition C35H39N3O5SSbSn at a distorted geometry. Source: OMol25; level of theory: ωB97M-V/def2-TZVPD.

Structure (XYZ):
```
85
Properties=species:S:1:pos:R:3:forces:R:3
Sn -1.242297 0.298452 -0.792459 0.9 -1.0 0.0
C -3.693004 -2.894393 2.982540 -1.2 0.8 -1.6
C -3.830521 -1.402064 2.611747 0.1 -1.1 -0.1
C -3.043572 -0.493400 3.291067 0.4 0.9 -0.1
C -3.167365 0.891992 3.102636 -0.5 -0.8 -0.5
C -2.336697 1.873779 3.834788 0.6 0.7 0.1
C -4.110551 1.353961 2.186240 0.5 -0.4 -0.3
C -4.831195 0.434007 1.412023 0.4 0.5 0.5
C -5.814730 0.867829 0.408743 -0.5 0.8 -0.3
C -4.723474 -0.924569 1.642025 0.1 -0.6 0.4
H -4.525668 -3.119024 3.653319 0.3 -0.3 0.1
H -2.734463 -3.088432 3.402133 0.6 -0.1 0.7
H -3.778495 -3.551354 2.089744 -0.2 0.4 0.5
H -2.252157 -0.820541 3.951393 -0.1 -0.2 0.2
H -2.917934 2.261313 4.675977 0.2 0.2 0.0
H -2.101801 2.701996 3.127827 0.0 -0.3 0.8
H -1.396327 1.461931 4.242519 -0.5 0.1 -0.3
H -4.207444 2.433061 2.042711 -0.2 -0.3 -0.1
H -5.569159 1.797624 -0.096573 0.3 0.2 0.0
H -6.742683 1.073510 0.929283 -0.5 -0.1 -0.2
H -5.939453 0.103083 -0.340865 -0.4 -0.2 -0.2
H -5.428604 -1.576529 1.102825 0.6 0.1 0.3
C 2.700685 0.453357 -3.818870 -0.7 -0.2 0.7
O 1.892523 1.610430 -3.413881 -2.6 -0.1 0.0
C 0.708617 1.274057 -2.861779 2.7 0.2 0.5
O 0.685147 0.344150 -2.024957 -2.0 -0.4 0.5
N -0.308560 2.121720 -3.070058 -0.9 1.0 -1.9
N -1.657426 1.863215 -2.571739 1.5 0.4 -0.1
H 2.270853 0.070608 -4.732229 -0.2 -0.2 -0.2
H 2.662325 -0.250504 -2.983707 0.3 -0.1 -0.4
H 3.681632 0.825247 -3.993558 0.7 0.3 0.0
H -0.182788 2.667762 -3.955988 -0.6 -0.6 0.9
H -2.324002 1.522137 -3.268981 0.6 -0.2 -0.6
H -2.033732 2.763095 -2.252754 0.3 -0.2 0.1
C 4.989436 0.029743 5.848013 0.0 -1.2 0.1
C 4.236385 -1.099135 5.510407 -0.6 0.3 -0.7
C 3.224462 -0.993205 4.540561 0.5 -0.6 0.0
C 2.986945 0.234315 3.901768 -0.7 -0.1 0.2
C 3.666739 1.368141 4.329930 0.5 0.2 0.2
C 4.687782 1.247449 5.288757 -0.3 0.5 -0.4
Sb 1.319012 0.353037 2.527976 0.4 0.1 0.1
C 1.987419 2.044888 1.332507 0.1 -0.7 -0.2
C 1.525642 3.315731 1.658510 -0.3 0.4 0.1
C 1.913237 4.405246 0.883441 0.5 0.0 -0.1
C 2.826587 4.224655 -0.162695 0.1 2.0 -0.1
C 3.348204 2.994115 -0.445177 0.2 -0.8 -1.1
C 2.858701 1.901894 0.242829 -0.3 -0.9 0.3
C 1.952896 -1.321726 1.313806 0.7 1.8 0.1
C 0.960751 -2.192897 0.931303 0.3 -0.5 0.0
C 1.323305 -3.330243 0.207185 -0.7 -0.4 -0.9
C 2.628271 -3.486567 -0.272044 -0.2 0.1 0.4
C 3.600555 -2.577138 0.106304 1.2 1.2 -0.6
C 3.279479 -1.458985 0.885775 -0.1 -0.9 0.6
H 5.840375 -0.134305 6.507161 -0.2 0.4 0.0
H 4.434888 -2.068935 5.954375 0.1 0.1 0.0
H 2.707935 -1.932637 4.233728 0.3 0.9 0.2
H 3.453242 2.362668 3.919907 0.1 -0.4 0.0
H 5.267269 2.113022 5.578071 -0.1 0.1 -0.1
H 0.843773 3.483327 2.501034 0.3 -0.1 -0.3
H 1.586231 5.407949 1.134819 -0.1 -0.1 -0.1
H 3.166829 5.100712 -0.766413 -0.4 -0.7 0.7
H 4.063275 2.842297 -1.280023 -0.6 0.2 0.7
H 3.094576 0.895652 -0.105954 0.3 0.2 0.2
H -0.039742 -1.957654 1.301615 -0.1 -0.6 -0.2
H 0.548807 -4.071562 -0.048032 0.5 0.3 0.1
H 2.952530 -4.300201 -0.909712 -0.4 -0.2 0.1
H 4.633479 -2.647690 -0.312501 -0.9 -0.2 0.5
H 4.056548 -0.789060 1.287549 -0.4 -0.3 -0.5
N -1.807977 -1.964815 -1.767355 -0.5 -0.7 1.4
C -1.887594 -2.008023 -3.188529 0.6 -0.6 -1.5
C -2.742337 -1.150990 -3.870847 0.1 0.6 0.3
C -2.425439 -0.803353 -5.179737 0.6 -1.0 -0.5
C -1.265788 -1.355910 -5.793707 0.3 0.6 1.4
C -0.558879 -2.407571 -5.172744 -0.7 -0.2 -0.4
C -0.970058 -2.806793 -3.892843 0.3 0.9 0.4
S -0.447082 -0.231757 -6.949887 0.1 0.5 -1.2
O 0.161866 0.788774 -6.050460 -0.3 -1.0 0.3
O -1.548567 0.362099 -7.710605 0.8 -0.8 0.4
O 0.536041 -1.062238 -7.647002 -0.9 0.8 0.7
H -2.720491 -2.187376 -1.349339 0.1 0.2 0.0
H -1.201910 -2.742704 -1.444824 -0.1 0.8 -0.1
H -3.573564 -0.688310 -3.311525 0.3 -0.1 -0.4
H -3.012872 -0.119026 -5.784465 0.1 0.1 0.2
H 0.293422 -2.924506 -5.669168 -0.8 0.7 0.3
H -0.462245 -3.607922 -3.352924 0.1 0.2 -0.2
```
Forces are in eV/Å.

Values from the calculation:
* calculated total energy: -2749.97633 Ha
* net charge: +1
* gap between HOMO and LUMO: 0.2096 hartree
* highest occupied orbital energy: -10.62 eV
* energy relative to the best compared isomer or geometry (same formula, charge and spin): 0.0 kcal/mol

Löwdin atomic charges, in units of e: 1.4402 -0.0332 -0.2570 -0.0275 -0.2933 -0.0676 -0.0199 -0.3197 -0.0623 -0.0333 0.0892 0.0571 0.0809 0.1134 0.0940 0.0848 0.0530 0.1247 0.0766 0.0969 0.0720 0.1283 0.0401 0.0013 -0.5461 -0.1360 0.0881 -0.0139 0.0896 0.0927 0.0958 0.2023 0.1066 0.1272 -0.0876 -0.0763 -0.1413 -0.4071 -0.1238 -0.0841 1.4620 -0.4048 -0.1614 -0.0815 -0.0913 -0.0973 -0.1357 -0.4240 -0.2088 -0.0921 -0.0761 -0.0735 -0.1188 0.1110 0.1048 0.1068 0.0974 0.1060 0.0965 0.1059 0.1248 0.1245 0.0784 0.0576 0.1057 0.1104 0.1265 0.1158 -0.0201 -0.3626 -0.0731 -0.0508 -0.2285 -0.0207 -0.0166 0.4564 -0.3849 -0.3487 -0.3412 0.1076 0.1011 0.1164 0.1184 0.1379 0.1156


(3)
A cluster of 2 separate species, C2H9O2 in total at a distorted geometry. Source: OMol25; level of theory: ωB97M-V/def2-TZVPD.

Structure (XYZ):
```
13
Properties=species:S:1:pos:R:3:forces:R:3
O 0.552695 -2.681846 -0.768179 3.2 0.0 -0.1
H -0.219996 -1.297525 -0.444054 1.8 1.0 -1.0
H 0.404539 -3.533451 -1.229275 0.0 0.6 0.4
H 1.608126 -2.561420 -0.725366 -3.6 -0.5 -0.1
C -0.615046 0.572810 0.631710 -2.4 -0.9 1.1
O 0.071889 -0.276537 -0.345753 -1.6 -1.6 2.3
C -0.123484 1.956957 0.379021 -2.9 0.7 1.3
H -0.319038 0.357521 1.661726 0.2 -0.7 -0.3
H -1.725054 0.280088 0.602116 1.5 1.0 -0.5
H 0.526641 0.366677 -0.862348 1.0 -0.3 -2.0
H 0.036130 2.208658 -0.640579 0.0 0.3 -1.1
H 0.766026 1.983177 0.942947 1.1 1.0 0.5
H -0.963428 2.624892 0.798033 1.7 -0.5 -0.6
```
Forces are in eV/Å.

Values from the calculation:
* calculated total energy: -231.75043 Ha
* net charge: +1
* gap between HOMO and LUMO: 0.4823 hartree
* highest occupied orbital energy: -16.82 eV
* energy relative to the best compared isomer or geometry (same formula, charge and spin): 30.8 kcal/mol

Löwdin atomic charges, in units of e: -0.0730 0.1896 0.0989 0.1713 -0.1831 0.0915 -0.0462 0.1336 0.1654 0.1386 0.0823 0.0825 0.1485


(4)
An isolated molecule of C24H32N4O5. Source: OMol25; level of theory: ωB97M-V/def2-TZVPD.

Structure (XYZ):
```
65
Properties=species:S:1:pos:R:3:forces:R:3
C 5.632918 -1.461561 5.533583 -0.1 0.2 -0.4
H 6.507232 -2.000830 5.887669 0.1 -0.1 0.1
H 5.347454 -0.722314 6.277798 0.0 0.0 0.1
H 4.809997 -2.161675 5.412630 0.0 -0.1 0.0
C 5.955702 -0.767303 4.213306 0.2 -0.2 0.3
H 6.761410 -0.042778 4.363393 -0.1 -0.2 -0.1
O 4.879012 0.006045 3.725589 -0.2 0.2 -0.1
C 3.805370 -0.611605 3.154289 -0.2 0.0 -0.1
C 3.701147 -1.968024 2.867427 0.3 0.3 0.2
C 2.563077 -2.474556 2.264124 -0.2 -0.1 -0.1
C 1.505661 -1.636595 1.934996 0.4 -0.1 0.1
C 1.609738 -0.274820 2.218359 0.0 -0.2 0.0
C 2.741487 0.228836 2.818629 0.2 -0.1 0.1
H 2.830435 1.280603 3.040123 0.0 0.1 0.0
H 0.794146 0.387835 1.964565 -0.1 0.1 0.0
N 0.333720 -2.096141 1.329957 -0.2 0.3 0.0
C 0.050688 -3.313133 0.809473 -0.3 0.2 -0.1
O 0.770351 -4.288496 0.834687 0.2 -0.3 0.0
C -1.345721 -3.346632 0.177657 0.0 -0.1 -0.1
N -1.743556 -2.023314 -0.264048 -0.1 -0.1 0.1
C -3.178205 -1.818338 -0.402761 -0.2 0.0 -0.1
C -3.762203 -2.477762 -1.660667 0.0 0.0 0.2
N -3.086942 -2.080334 -2.882813 0.0 0.1 0.0
C -3.616408 -0.914598 -3.559241 -0.2 -0.1 0.1
C -3.570633 0.400236 -2.770062 0.1 -0.3 -0.4
O -4.499846 0.780871 -2.087489 -0.2 0.0 0.2
N -2.389934 1.058862 -2.899066 0.4 0.1 -0.3
C -1.936772 2.176683 -2.183031 0.0 0.1 0.2
C -2.771582 3.039140 -1.497708 0.1 -0.2 -0.1
C -2.259372 4.125240 -0.803776 0.3 0.3 0.2
C -0.892735 4.356744 -0.795444 -0.1 -0.1 -0.1
C -0.038771 3.488154 -1.482252 0.1 0.0 0.0
C -0.545886 2.405843 -2.170115 -0.1 0.0 0.1
O 0.209845 1.493262 -2.862584 -0.6 0.2 0.1
C 1.609058 1.649047 -2.860032 0.3 0.0 0.0
H 2.014197 1.593993 -1.845420 0.0 0.0 0.0
H 1.997767 0.819786 -3.449132 0.0 0.1 0.1
H 1.906366 2.594616 -3.322633 0.0 0.0 0.0
H 1.016734 3.698879 -1.445827 0.1 0.0 0.0
O -0.271412 5.387514 -0.156340 0.2 -0.3 -0.2
C -1.063999 6.307421 0.554866 -0.1 0.1 0.1
H -0.368336 7.032314 0.974525 -0.1 0.0 0.0
H -1.770080 6.822777 -0.103918 0.0 0.0 0.0
H -1.613323 5.820902 1.367051 0.0 0.0 0.0
H -2.942090 4.774555 -0.281529 0.0 0.1 0.1
H -3.832037 2.852023 -1.500256 0.0 0.0 0.0
H -1.668099 0.636413 -3.467232 -0.2 -0.1 0.0
H -3.079984 -0.802959 -4.505878 0.0 0.0 0.0
H -4.668451 -1.122767 -3.777515 0.1 0.2 0.0
C -1.647548 -2.205618 -2.756016 0.2 -0.1 0.2
C -1.058597 -1.587263 -1.475265 0.0 0.0 -0.2
H -0.002146 -1.854823 -1.399367 0.0 0.1 0.0
H -1.133208 -0.497850 -1.505632 0.1 -0.1 -0.1
H -1.166670 -1.769768 -3.634044 0.0 0.0 0.0
H -1.426447 -3.280332 -2.758656 0.1 0.1 0.0
H -4.820487 -2.231010 -1.745821 0.0 -0.1 0.0
H -3.664099 -3.566903 -1.576076 -0.1 0.0 0.1
H -3.677325 -2.208165 0.486623 0.0 0.0 0.0
H -3.349759 -0.738881 -0.441983 -0.1 -0.1 0.0
H -1.336973 -4.113179 -0.609255 0.1 0.0 0.1
H -2.039986 -3.680250 0.955026 0.0 0.0 -0.1
H -0.391533 -1.403708 1.165263 0.0 -0.2 -0.1
H 2.493635 -3.526586 2.043374 0.0 0.0 0.0
H 4.499851 -2.653023 3.103476 0.1 0.0 0.1
H 6.284153 -1.494701 3.460427 0.0 0.1 0.0
```
Forces are in eV/Å.

Values from the calculation:
* calculated total energy: -1528.95727 Ha
* net charge: 0
* SMILES string: CCOc1ccc(NC(=O)CN2CCN(CC(=O)Nc3ccc(OC)cc3OC)CC2)cc1
* gap between HOMO and LUMO: 0.3057 hartree
* highest occupied orbital energy: -7.76 eV
* energy relative to the best compared isomer or geometry (same formula, charge and spin): 102.2 kcal/mol

Löwdin atomic charges, in units of e: -0.0651 0.0759 0.0786 0.0669 -0.2531 0.1216 -0.0585 -0.2757 -0.0164 -0.0017 -0.2247 -0.0211 -0.0058 0.1169 0.1120 0.1278 -0.4609 0.0640 -0.1002 -0.1892 -0.1484 -0.1490 -0.1586 -0.1012 -0.4540 0.0629 0.1361 -0.1585 0.0055 -0.0196 -0.2748 0.0606 -0.2060 -0.1032 -0.0720 0.0996 0.0956 0.0991 0.1181 -0.0840 -0.0899 0.0925 0.0958 0.0956 0.1031 0.1074 0.1301 0.1243 0.1289 -0.1489 -0.1484 0.1282 0.1044 0.1200 0.1192 0.1251 0.1206 0.1230 0.1134 0.1250 0.1361 0.1327 0.1020 0.1057 0.1146